1.
{
  "formula": "C23H39F6IrO2P2Si4",
  "method": "ωB97M-V/def2-TZVPD",
  "species": ["Ir", "O", "C", "O", "C", "P", "C", "C", "C", "C", "C", "C", "C", "C", "C", "C", "C", "C", "H", "H", "H", "H", "H", "H", "H", "H", "H", "H", "H", "H", "C", "Si", "C", "C", "Si", "Si", "C", "C", "C", "Si", "C", "C", "C", "H", "H", "H", "H", "H", "H", "H", "H", "H", "H", "H", "H", "H", "H", "H", "H", "H", "H", "H", "H", "H", "H", "H", "H", "H", "H", "H", "F", "P", "F", "F", "F", "F", "F"],
  "coordinates": [[-0.28026, -0.42963, -0.25233], [1.84852, 3.49599, -1.31935], [1.33481, 2.41533, -1.33523], [1.99391, 1.27614, -1.11481], [-0.13311, 2.21132, -1.64896], [-0.63692, 0.53945, -2.24971], [0.26508, 0.15467, -3.75933], [0.98795, 1.21366, -4.32860], [1.83976, 1.03588, -5.39736], [2.00848, -0.25661, -5.88705], [1.26441, -1.29259, -5.38176], [0.30088, -1.14773, -4.34838], [-2.39041, 0.84747, -2.59411], [-3.25140, 1.24625, -1.57098], [-4.58287, 1.50720, -1.84887], [-5.06568, 1.36857, -3.14313], [-4.21454, 0.97444, -4.16338], [-2.87972, 0.71362, -3.89251], [-0.42129, 2.97917, -2.36979], [-0.73477, 2.41621, -0.75694], [0.88590, 2.20363, -3.90407], [2.37010, 1.86913, -5.83574], [2.69033, -0.44172, -6.70708], [1.36654, -2.27609, -5.83050], [0.57716, -2.24489, -3.25675], [-2.90321, 1.33728, -0.55353], [-5.24413, 1.81434, -1.05012], [-6.10633, 1.57368, -3.35555], [-4.58596, 0.87610, -5.17464], [-2.21184, 0.43961, -4.69466], [2.71183, -1.38437, 2.44144], [2.26924, -2.81081, 1.32963], [3.76843, -3.74050, 0.71059], [1.01679, -3.98475, 2.07299], [1.01342, -2.17471, -0.61463], [0.62111, -3.53031, -2.42866], [1.93859, -4.51059, -3.30549], [-1.07608, -4.30657, -2.34522], [-1.02326, -1.82927, -4.68276], [3.73560, 1.27450, -1.12636], [4.03015, -0.56225, -1.30043], [4.34518, 1.96802, 0.48132], [4.34323, 2.14394, -2.64151], [2.90601, -1.76651, 3.44704], [1.90757, -0.65608, 2.52016], [3.61803, -0.87798, 2.10515], [4.15960, -4.34344, 1.53524], [4.57289, -3.08929, 0.36870], [3.51291, -4.42878, -0.09780], [1.36000, -4.26939, 3.07143], [0.92108, -4.89710, 1.48131], [0.02971, -3.53216, 2.18585], [1.94954, -5.56228, -3.01747], [2.92869, -4.10050, -3.09889], [1.76605, -4.46950, -4.38199], [-0.98804, -5.28303, -1.86249], [-1.50853, -4.45694, -3.33366], [-1.75833, -3.70448, -1.74287], [-1.45530, -1.32752, -5.54698], [-1.73623, -1.79935, -3.85753], [-0.85522, -2.87150, -4.95159], [3.92722, -1.06956, -0.33932], [5.03943, -0.75802, -1.66885], [3.33550, -0.99371, -2.03034], [5.07948, 1.30875, 0.94687], [3.52173, 2.10260, 1.18500], [4.80762, 2.94376, 0.32951], [3.80174, 1.80460, -3.52571], [5.40010, 1.91052, -2.79232], [4.23804, 3.22530, -2.56003], [-2.09320, -1.55040, 0.86507], [-2.02529, -0.62472, 2.25653], [-1.89596, -1.94656, 3.10266], [-1.78490, 0.30672, 3.49130], [-1.94619, 0.69622, 1.24371], [-3.58538, -0.56675, 2.31233], [-0.31776, -0.68479, 1.96962]],
  "forces_ev_per_angstrom": [[-0.13, 0.04, 0.43], [0.17, 0.24, 0.02], [-0.25, -0.18, -0.07], [0.10, -0.05, 0.06], [0.03, 0.17, -0.44], [-0.15, -0.08, 0.23], [0.00, 0.12, 0.00], [0.29, -0.10, 0.49], [-0.02, -0.14, -0.04], [0.28, 0.10, 0.08], [-0.04, -0.50, 0.27], [-0.84, 2.28, -2.53], [0.02, -0.28, -0.23], [-0.02, -0.10, -0.01], [0.01, 0.00, 0.00], [-0.02, 0.01, 0.02], [0.02, 0.00, -0.04], [0.00, 0.21, 0.06], [-0.09, 0.00, 0.05], [0.04, -0.03, 0.05], [0.06, 0.04, -0.06], [-0.04, 0.04, 0.02], [0.00, -0.01, 0.01], [-0.14, 0.06, -0.12], [0.24, -0.79, 0.87], [0.01, 0.03, 0.04], [0.00, 0.00, 0.00], [0.00, -0.01, 0.00], [0.00, 0.00, 0.00], [-0.01, 0.04, -0.03], [0.05, 0.00, 0.01], [-0.01, 0.08, -0.21], [0.01, -0.10, 0.10], [-0.04, 0.05, 0.00], [0.26, -0.06, 0.46], [-0.16, 0.16, -0.62], [0.21, -0.28, 0.35], [0.10, -0.18, 0.31], [0.26, -0.59, 0.75], [-0.07, -0.14, -0.06], [0.02, 0.05, 0.10], [-0.01, 0.03, -0.01], [-0.02, 0.09, 0.02], [0.02, -0.01, -0.01], [0.01, 0.01, 0.02], [-0.01, 0.02, -0.03], [0.03, -0.01, -0.02], [-0.04, 0.00, 0.00], [0.00, 0.00, 0.00], [0.00, -0.03, -0.01], [-0.01, 0.00, 0.00], [0.01, 0.00, 0.03], [0.00, -0.01, 0.04], [0.01, 0.01, -0.09], [-0.03, 0.06, -0.01], [-0.08, -0.01, 0.00], [0.05, 0.02, 0.00], [-0.04, 0.02, -0.06], [0.01, 0.02, 0.03], [-0.02, -0.02, 0.01], [0.00, -0.06, -0.06], [-0.04, -0.02, -0.05], [0.01, -0.03, 0.03], [-0.04, -0.01, -0.03], [0.03, 0.01, 0.00], [0.00, -0.03, 0.01], [0.00, 0.00, 0.02], [0.00, -0.02, -0.03], [0.01, 0.00, 0.01], [0.00, -0.01, -0.01], [-0.16, 0.12, -0.11], [0.06, -0.25, 0.03], [0.02, 0.02, 0.02], [0.06, 0.01, -0.03], [-0.03, -0.05, -0.08], [0.00, 0.13, 0.01], [0.08, -0.11, 0.04]],
  "relative_energy_kj_mol": 87.0,
  "energy_ev": -97812.524,
  "largest_force_ev_per_a": 3.506,
  "spin_multiplicity": 2,
  "charge": 1,
  "lumo_ev": [-4.37, -4.41]
}

---

2.
{
  "formula": "C3H3NO2",
  "method": "ωB97M-V/def2-TZVPD",
  "species": ["O", "C", "N", "O", "C", "C", "H", "H", "H"],
  "coordinates": [[0.14377, -1.33267, -1.53540], [-0.28110, -0.62888, -0.45810], [-1.30139, -0.86086, 0.28607], [-0.82662, 0.64723, 1.74562], [0.21442, 1.02008, 1.12964], [0.47373, 0.54132, -0.13090], [-0.46427, -2.05147, -1.76260], [0.98829, 1.63538, 1.61606], [1.05317, 1.02986, -0.89038]],
  "forces_ev_per_angstrom": [[-0.49, 0.09, 0.09], [-0.61, 0.30, 0.60], [0.67, -0.18, 0.01], [0.49, -0.40, -0.82], [-0.52, -0.09, 0.12], [0.39, 0.20, -0.35], [-0.07, 0.12, 0.21], [-0.41, 0.01, 0.12], [0.54, -0.05, 0.02]],
  "relative_energy_kj_mol": 456.5,
  "energy_ev": -8740.400,
  "largest_force_ev_per_a": 1.035,
  "spin_multiplicity": 1,
  "lumo_ev": [-2.17, -1.33]
}

---

3.
{
  "formula": "C4H11NO2",
  "method": "ωB97M-V/def2-TZVPD",
  "species": ["N", "C", "C", "C", "C", "O", "H", "H", "H", "H", "H", "H", "H", "H", "H", "H", "H", "O"],
  "coordinates": [[-0.64926, -1.29290, 0.39822], [-0.71987, -0.86622, -0.90309], [-0.33710, 0.66397, -1.11437], [-1.05542, 1.78020, -0.54887], [1.16587, 0.83519, -0.80250], [-1.20991, -1.57088, -1.81766], [-0.50247, -0.79239, 1.28701], [-1.02446, -2.29618, 0.52225], [-0.67619, 0.91150, -2.23732], [-2.13324, 1.87396, -0.82744], [-0.74505, 2.03474, 0.55200], [-0.56506, 2.75389, -0.72061], [1.37714, 1.94445, -0.95963], [1.75818, 0.16076, -1.47313], [1.31096, 0.54813, 0.21576], [1.85770, -1.64714, 2.68515], [1.15695, -2.97913, 3.00850], [0.99123, -2.06194, 2.73573]],
  "forces_ev_per_angstrom": [[-0.97, -2.72, 0.08], [-2.40, 0.95, -0.43], [0.64, -1.45, -3.97], [-0.88, 3.00, 4.09], [-0.44, 0.69, -2.14], [1.73, 1.48, 2.10], [0.10, -0.11, -1.33], [0.98, 2.36, -0.20], [1.68, -1.42, 1.70], [0.85, -0.14, 0.80], [-1.65, -1.54, -0.65], [-0.16, -0.30, -1.77], [0.32, -1.59, 0.20], [-0.20, 0.84, 0.65], [0.36, -0.03, 0.76], [0.03, -0.08, 0.00], [-0.03, 0.47, -0.13], [0.03, -0.39, 0.24]],
  "relative_energy_kj_mol": 169.0,
  "energy_ev": -9910.490,
  "largest_force_ev_per_a": 5.146,
  "smiles": "CC(C)C(N)=O.O",
  "spin_multiplicity": 1,
  "lumo_ev": 0.49
}

---

4.
{
  "formula": "C3H11NO2",
  "method": "ωB97M-V/def2-TZVPD",
  "species": ["C", "C", "C", "N", "H", "H", "H", "H", "H", "H", "H", "H", "H", "O", "H", "H", "O"],
  "coordinates": [[0.90892, -1.35610, -0.86330], [-0.56764, -1.66236, -0.70517], [-1.54761, 0.44793, -1.01886], [-1.24078, -0.47061, -0.21907], [1.51085, -2.23842, -1.07416], [1.29797, -1.02084, 0.10792], [1.17426, -0.52362, -1.51307], [-0.96000, -2.04016, -1.66664], [-0.69681, -2.48722, -0.00024], [-2.09063, 0.33579, -1.96848], [-1.59010, 1.48589, -0.68019], [-3.13008, -1.03828, 1.51543], [-3.86496, -2.37993, 1.20604], [-3.99183, -1.44358, 1.37815], [5.18185, 5.07524, 1.21476], [4.57624, 4.96815, 2.44136], [5.03035, 4.34812, 1.84553]],
  "forces_ev_per_angstrom": [[0.84, 0.30, 1.40], [-1.07, -0.87, -0.91], [-1.98, 0.56, 0.15], [2.21, 0.55, 0.38], [-0.21, -0.10, -0.43], [-0.18, -0.03, 0.02], [-0.42, -0.23, -0.47], [-0.11, 0.24, 0.02], [0.04, 0.18, 0.12], [1.15, -0.50, -0.67], [-0.33, -0.12, 0.45], [0.16, -0.21, -0.15], [0.26, 0.08, 0.04], [-0.38, 0.15, 0.05], [0.57, -0.92, -0.68], [-0.17, -0.99, 0.79], [-0.40, 1.91, -0.11]],
  "relative_energy_kj_mol": 173.3,
  "energy_ev": -8872.693,
  "largest_force_ev_per_a": 2.309,
  "smiles": "C=NCC.O.O",
  "spin_multiplicity": 1,
  "lumo_ev": 0.93
}

---

Number 3 is which compound?
C4H11NO2

---

Which formula does entry 4 have?
C3H11NO2